Density functional theory data (wB97M-V/def2-TZVPD) for a structure of composition C39H76FI3N4O4P.

Atoms and positions in Å:
C (-3.1461, -2.9773, -4.7212)
C (-3.4284, -2.2948, -3.3733)
C (-3.8591, -0.8262, -3.5358)
C (-2.9205, 0.2007, -2.9034)
C (-1.4482, -0.1621, -2.9621)
C (-0.6133, 1.1177, -3.0880)
C (0.8140, 0.8829, -2.5609)
N (1.8976, 1.0922, -3.5819)
C (1.6860, 2.5296, -4.0481)
C (2.7837, 3.3249, -4.6987)
C (2.1205, 4.5358, -5.3496)
F (3.7298, 3.8396, -3.8400)
C (1.5923, 0.2305, -4.7415)
O (2.3555, 0.6211, -5.8336)
C (1.8123, -1.2294, -4.4378)
N (3.2391, -1.4779, -4.3430)
P (3.3538, -3.0903, -3.5894)
C (2.6751, -4.2404, -4.8432)
O (4.9193, -3.5656, -3.4780)
C (4.0422, -0.4506, -3.6344)
C (5.2995, -0.0520, -4.5076)
I (5.7102, -1.4720, -6.1095)
C (5.3323, 1.3048, -5.1855)
C (6.7834, 1.6071, -5.6575)
C (3.2892, 0.7611, -2.9892)
C (3.3039, 0.5925, -1.4829)
I (2.8775, -1.1927, -0.5009)
C (3.6102, 1.8233, -0.5591)
C (3.8740, 3.1692, -1.0908)
I (3.6487, 1.7242, 1.5272)
H (-3.6044, -3.9528, -4.7288)
H (-3.6090, -2.4370, -5.5289)
H (-2.0905, -3.0826, -4.9275)
H (-2.6173, -2.4352, -2.6768)
H (-4.2704, -2.8287, -2.9653)
H (-4.0690, -0.6014, -4.5682)
H (-4.8051, -0.7241, -3.0255)
H (-3.0351, 1.1206, -3.4690)
H (-3.2450, 0.4195, -1.9084)
H (-1.1843, -0.6790, -2.0495)
H (-1.2476, -0.8279, -3.7906)
H (-0.7049, 1.4157, -4.1239)
H (-1.1423, 1.8567, -2.5101)
H (0.9246, 1.5825, -1.7534)
H (0.8212, -0.1214, -2.2060)
H (1.2394, 3.1396, -3.2820)
H (0.9352, 2.4830, -4.8097)
H (3.2966, 2.8400, -5.5066)
H (2.8274, 5.0117, -6.0011)
H (1.7274, 5.2144, -4.6125)
H (1.3249, 4.1804, -5.9904)
H (0.5672, 0.3306, -5.0721)
H (1.9662, 0.2666, -6.6342)
H (1.4583, -1.7559, -5.3154)
H (1.2273, -1.6194, -3.5994)
H (2.9531, -5.2190, -4.4870)
H (1.5999, -4.1823, -4.8334)
H (3.1076, -4.0793, -5.8217)
H (5.5504, -2.8423, -3.4414)
H (4.5028, -0.9882, -2.8176)
H (6.1891, -0.1207, -3.9075)
H (5.0837, 2.1448, -4.5541)
H (4.7541, 1.3560, -6.0877)
H (6.8557, 1.5800, -6.7294)
H (7.4968, 0.8991, -5.2646)
H (7.0987, 2.5789, -5.3164)
H (3.9755, 1.5832, -3.0782)
H (3.0266, 3.6292, -1.5855)
H (4.7145, 3.1098, -1.7762)
H (4.2085, 3.8141, -0.3027)
C (-4.0859, 5.0046, 2.9505)
C (-4.8767, 3.6763, 3.0394)
C (-5.4801, 3.5179, 4.4353)
C (-4.4678, 3.1185, 5.5073)
C (-3.6663, 1.8950, 5.0650)
C (-3.0071, 2.0796, 3.7010)
N (-3.9861, 2.5356, 2.6760)
O (-4.7155, 1.5364, 2.3354)
C (-1.8439, 3.0796, 3.8288)
C (-2.3361, 0.7742, 3.2861)
C (-6.0182, 3.8270, 2.0423)
H (-3.2611, 4.9298, 2.2413)
H (-4.7215, 5.8147, 2.5987)
H (-3.6872, 5.3278, 3.9110)
H (-6.2641, 2.7553, 4.4067)
H (-5.9712, 4.4488, 4.7237)
H (-3.8008, 3.9539, 5.7370)
H (-4.9948, 2.8911, 6.4347)
H (-2.9029, 1.6695, 5.8117)
H (-4.3335, 1.0278, 5.0389)
H (-1.4059, 3.2960, 2.8522)
H (-1.0595, 2.6577, 4.4556)
H (-2.1219, 4.0223, 4.2922)
H (-3.0288, -0.0637, 3.2662)
H (-1.5552, 0.5200, 3.9982)
H (-1.8714, 0.8571, 2.2996)
H (-5.6411, 3.9203, 1.0214)
H (-6.5899, 4.7251, 2.2685)
H (-6.7115, 2.9891, 2.0746)
C (-0.2007, -2.6504, 7.4301)
C (-0.9837, -2.7558, 6.0986)
C (-1.8297, -4.0300, 6.0864)
C (-1.0234, -5.3034, 5.8603)
C (-0.1269, -5.1836, 4.6352)
C (0.7666, -3.9464, 4.6745)
N (-0.0195, -2.6984, 4.9460)
O (-0.6503, -2.3521, 3.8800)
C (1.8558, -4.1285, 5.7459)
C (1.5539, -3.8661, 3.3682)
C (-1.9288, -1.5611, 6.1218)
H (0.7377, -2.1127, 7.2982)
H (-0.7695, -2.0978, 8.1752)
H (0.0166, -3.6212, 7.8734)
H (-2.5880, -3.9537, 5.3008)
H (-2.3745, -4.1124, 7.0283)
H (-0.4258, -5.5339, 6.7458)
H (-1.7051, -6.1446, 5.7291)
H (0.4895, -6.0800, 4.5526)
H (-0.7515, -5.1582, 3.7367)
H (2.4579, -3.2249, 5.8485)
H (2.5245, -4.9398, 5.4618)
H (1.4676, -4.3909, 6.7263)
H (0.9209, -3.8578, 2.4826)
H (2.1981, -4.7402, 3.2891)
H (2.1889, -2.9779, 3.3414)
H (-1.3801, -0.6167, 6.1199)
H (-2.5260, -1.5901, 7.0319)
H (-2.6303, -1.5433, 5.2902)

Values from the calculation:
Expectation value of S²   2.008
Multiplicity   3
Gap between HOMO and LUMO (spin up / spin down)   7.11 / 7.18 eV
HOMO level (spin up / spin down)   -0.363 / -0.366 hartree
Charge   +1

---

Density functional theory data (wB97M-V/def2-TZVPD) for a cluster of 10 separate species, C39H76O21S9 in total.

Atoms and positions in Å:
O (-1.9913, -1.9490, 3.1289)
S (-3.1065, -2.3515, 3.9829)
O (-2.7837, -2.9296, 5.2576)
C (-4.3045, -0.9842, 4.0226)
C (-5.4632, -1.3822, 3.0187)
C (-4.9420, -2.4445, 2.0832)
C (-4.2301, -3.4691, 3.0352)
H (-3.7654, -0.0727, 3.7441)
H (-4.6496, -0.9392, 5.0515)
H (-6.2729, -1.7681, 3.6913)
H (-5.8312, -0.4792, 2.5727)
H (-4.1959, -2.0893, 1.3732)
H (-5.6628, -2.8831, 1.3867)
H (-3.6346, -4.2545, 2.5609)
H (-5.0349, -3.8752, 3.6767)
O (0.0205, -1.7446, -3.3142)
S (-0.1117, -0.9202, -4.5037)
O (0.4654, 0.3852, -4.4176)
C (0.6225, -1.7594, -5.9628)
C (-0.5735, -2.2267, -6.8612)
C (-1.7734, -2.2543, -5.9287)
C (-1.8648, -0.8985, -5.1411)
H (1.3424, -2.5163, -5.6085)
H (1.1645, -0.9936, -6.4852)
H (-0.6010, -1.5373, -7.7149)
H (-0.4497, -3.2308, -7.2324)
H (-1.6943, -3.0785, -5.2129)
H (-2.7642, -2.3470, -6.3889)
H (-2.4615, -0.9827, -4.2471)
H (-1.9587, 0.0959, -5.5505)
O (6.0628, 0.2298, -2.9578)
S (6.0891, -0.6674, -1.7939)
O (6.6200, -1.9497, -1.9722)
C (7.0684, 0.3029, -0.5653)
C (6.1993, 0.2955, 0.7058)
C (4.7894, 0.4021, 0.1858)
C (4.5675, -0.6945, -0.8265)
H (7.0904, 1.3441, -0.9181)
H (8.0543, -0.1149, -0.3488)
H (6.3032, -0.7410, 1.0950)
H (6.4899, 1.0505, 1.3885)
H (4.7130, 1.3697, -0.3211)
H (3.9892, 0.3919, 0.9227)
H (3.7605, -0.5638, -1.5820)
H (4.4800, -1.6927, -0.4078)
O (3.6355, -3.5422, 0.4564)
S (2.8108, -4.2889, 1.4060)
O (2.6990, -3.8252, 2.7594)
C (1.1053, -4.4050, 0.6850)
C (0.9510, -5.9398, 0.3343)
C (1.8502, -6.7633, 1.2610)
C (3.2172, -6.0103, 1.4092)
H (1.0761, -3.7948, -0.2230)
H (0.4227, -4.0653, 1.4435)
H (-0.0777, -6.2623, 0.4822)
H (1.2459, -6.0995, -0.6857)
H (1.8748, -7.7976, 0.9393)
H (1.4675, -6.7759, 2.2806)
H (3.8754, -6.2448, 0.5707)
H (3.6695, -6.3149, 2.3701)
O (-2.6447, 1.1873, 7.6715)
S (-1.3837, 1.6032, 7.1128)
O (-0.7376, 2.7820, 7.6827)
C (-0.1828, 0.2208, 7.1723)
C (-0.1848, -0.3644, 5.7897)
C (-0.3157, 0.7534, 4.8072)
C (-1.4566, 1.6908, 5.2520)
H (-0.6139, -0.4096, 7.9362)
H (0.7601, 0.6828, 7.4416)
H (0.7159, -1.0017, 5.6968)
H (-1.0730, -0.9554, 5.6833)
H (-0.4769, 0.4539, 3.7800)
H (0.6451, 1.3222, 4.7664)
H (-2.3659, 1.2686, 4.8534)
H (-1.3208, 2.7231, 4.9693)
O (-3.0904, 1.2424, -3.1014)
S (-4.1833, 2.1246, -2.8835)
O (-5.2034, 2.2934, -3.9417)
C (-4.9391, 1.8396, -1.2404)
C (-5.1565, 3.2633, -0.7506)
C (-3.8504, 4.0602, -1.0533)
C (-3.4924, 3.7808, -2.5228)
H (-4.1816, 1.3199, -0.6587)
H (-5.8454, 1.2325, -1.3608)
H (-5.9482, 3.7271, -1.3555)
H (-5.5304, 3.3075, 0.2511)
H (-3.0839, 3.6099, -0.3485)
H (-3.8686, 5.1088, -0.8063)
H (-2.4093, 3.6697, -2.5139)
H (-3.8343, 4.5485, -3.2514)
O (-2.8128, -0.3435, 0.4185)
S (-1.6464, 0.4143, 0.8141)
O (-1.8204, 1.3613, 1.8971)
C (-0.2436, -0.6973, 1.1293)
C (0.3086, -0.9648, -0.2345)
C (0.4024, 0.3967, -0.8727)
C (-0.9398, 1.1571, -0.6227)
H (-0.6819, -1.4927, 1.6756)
H (0.5058, -0.1663, 1.7494)
H (1.2850, -1.4619, -0.2069)
H (-0.4152, -1.5698, -0.7930)
H (0.6967, 0.4366, -1.9123)
H (1.2497, 0.8999, -0.3593)
H (-1.5849, 1.0507, -1.5111)
H (-0.7680, 2.2105, -0.4094)
O (-0.2227, 4.0464, -0.2311)
S (0.2702, 4.7496, 0.9688)
O (-0.5322, 5.7344, 1.5863)
C (0.7147, 3.3942, 2.1915)
C (2.1412, 3.8365, 2.6042)
C (2.8345, 4.3030, 1.3349)
C (1.9247, 5.3529, 0.6558)
H (0.7437, 2.4787, 1.5366)
H (-0.0348, 3.3566, 2.9836)
H (2.0517, 4.6487, 3.3524)
H (2.7406, 3.0317, 3.0745)
H (2.9617, 3.4443, 0.6633)
H (3.8334, 4.7305, 1.4863)
H (2.0617, 5.3189, -0.4286)
H (2.0279, 6.2801, 1.1811)
O (2.1594, 6.0244, -4.3136)
S (2.7346, 5.0814, -3.3876)
O (3.3127, 5.5596, -2.1439)
C (1.8261, 3.5654, -3.1233)
C (2.9284, 2.5115, -2.8124)
C (4.3257, 3.0349, -3.1984)
C (4.0597, 4.1985, -4.1934)
H (1.2829, 3.4258, -4.0483)
H (1.1100, 3.7145, -2.2787)
H (2.8877, 2.3307, -1.7112)
H (2.7054, 1.5730, -3.2824)
H (4.9089, 2.2451, -3.6321)
H (4.8448, 3.4089, -2.3048)
H (3.8536, 3.9708, -5.2446)
H (4.9583, 4.8143, -4.1963)
O (-4.3437, -6.1141, -1.7690)
C (-3.7414, -5.1255, -1.4737)
O (-3.2374, -4.8696, -0.2166)
C (-2.3032, -3.7990, -0.3267)
C (-2.8392, -3.0676, -1.5528)
O (-3.3690, -4.1366, -2.3382)
H (-2.3450, -3.1875, 0.5761)
H (-1.3095, -4.2219, -0.5173)
H (-2.1400, -2.4951, -2.1653)
H (-3.6633, -2.4168, -1.2543)

Values from the calculation:
Energy relative to the best compared isomer or geometry (same formula, charge and spin)   0.000 eV
Gap between HOMO and LUMO   10.16 eV
HOMO level   -0.371 hartree
SMILES   O=S1(=O)CCCC1.O=S1(=O)CCCC1.O=S1(=O)CCCC1.O=S1(=O)CCCC1.O=S1(=O)CCCC1.O=S1(=O)CCCC1.O=S1(=O)CCCC1.O=S1(=O)CCCC1.O=S1(=O)CCCC1.O=C1OCCO1

---

- What is the formula in the second record?
  C39H76O21S9